60
Properties=species:S:1:pos:R:3:forces:R:3 method="wB97M-V/def2-TZVPD" molar_mass_g_mol=336.372 max_force_ev_per_a=4.08 lumo_ha=-0.0101 homo_lumo_gap_ev=10.23 spin_multiplicity=1
C 0.554 -0.501 -1.557 3.6 1.0 -1.6
O 1.087 0.409 -0.585 -0.1 -0.1 1.5
C 0.167 0.283 -2.791 -0.8 -0.5 -1.7
C -1.274 0.788 -2.587 0.2 -0.1 -0.3
C -2.265 -0.405 -2.551 0.0 1.1 -2.4
C -3.348 -0.297 -1.463 1.5 0.3 -3.2
C -2.766 -0.591 -0.144 0.5 -1.9 1.5
H 1.452 -1.133 -1.851 -1.1 0.2 0.5
H -0.205 -1.110 -1.129 -0.7 -0.4 0.2
H 1.363 -2.942 -0.092 0.5 0.0 0.5
H 0.245 -0.336 -3.727 -0.7 -0.2 0.9
H 0.889 1.044 -3.156 -0.2 0.1 1.3
H -1.535 1.483 -3.429 0.0 -0.3 1.0
H -1.366 1.271 -1.587 0.2 0.2 -0.8
H -1.761 -1.365 -2.687 0.2 -0.2 1.1
H -2.752 -0.405 -3.556 -0.1 0.3 0.6
H -3.776 0.727 -1.600 0.0 -0.9 0.5
H -3.985 -1.066 -1.922 -0.8 0.2 1.4
H -1.757 -0.320 0.229 -0.9 2.0 -0.5
H -3.571 -0.560 0.567 0.3 0.5 1.1
H -2.385 -1.608 -0.078 -0.9 -1.2 -0.6
H 0.950 1.349 -0.761 -0.4 -0.3 -0.6
H 1.214 -4.502 -0.163 0.2 0.1 0.0
O 0.744 -3.665 -0.215 -0.4 0.0 0.1
H 1.264 3.899 -1.757 0.2 0.2 -0.7
H 2.682 3.742 -1.080 0.2 0.1 -0.6
O 1.745 3.573 -1.005 -0.7 -0.4 1.3
H -2.094 2.611 1.303 -0.3 0.1 0.2
H -2.582 3.881 0.634 0.3 0.5 0.1
O -2.750 2.950 0.693 -1.0 -1.0 -0.4
H -1.317 -4.258 -2.392 -0.2 -0.3 -0.5
H -0.233 -3.698 -1.556 0.6 -0.4 -0.5
O -0.364 -4.127 -2.429 -0.8 0.4 0.2
H 2.565 -1.711 1.958 0.0 0.4 0.4
H 1.167 -2.282 2.272 1.6 -0.2 -0.8
O 2.002 -2.448 1.736 -1.0 -0.4 0.1
H -0.295 -3.608 1.216 -0.8 0.2 -0.2
H -1.702 -3.350 2.030 0.3 0.3 -0.6
O -0.852 -3.792 1.992 0.3 -0.5 0.9
H -0.824 1.757 2.881 0.1 -0.1 0.0
H -1.076 3.216 3.108 -0.1 -0.4 0.6
O -1.216 2.342 3.527 0.2 1.3 -0.3
H -0.728 0.171 2.179 -0.8 -1.1 0.2
H -1.416 0.088 3.507 -0.3 -0.2 0.2
O -1.547 -0.192 2.595 1.0 0.5 -0.5
H 0.432 -1.538 4.261 0.2 0.3 -0.6
H 1.694 -0.708 4.085 -0.1 0.0 -0.3
O 0.931 -1.034 3.584 -0.4 0.1 1.6
H -0.126 3.044 0.620 0.1 0.3 -0.3
H -0.047 4.586 0.489 0.2 -0.4 0.1
O -0.390 3.870 1.041 0.6 0.4 0.3
H 2.810 1.210 -1.149 -0.8 -0.8 0.5
H 3.229 0.604 -2.520 -0.2 -0.5 0.1
O 3.344 1.329 -1.914 1.4 1.3 -1.0
H 3.349 0.075 0.526 0.9 -1.6 0.0
H 3.864 -1.472 0.622 0.3 1.9 -0.4
O 4.157 -0.518 0.526 -1.2 -0.6 0.3
H 2.253 2.289 1.583 0.0 0.3 0.0
H 3.544 1.488 1.752 0.7 0.2 0.1
O 2.607 1.464 1.918 -0.5 -0.2 0.1